# 1
117
Properties=species:S:1:pos:R:3:forces:R:3 method="wB97M-V/def2-TZVPD" gap_ev=9.82 relative_energy_kj_mol=690.4 homo_ev=-9.706
C 4.5682 -6.1041 4.4406 -0.68 -0.67 0.65
C 5.1177 -5.1707 3.4186 -0.73 -0.77 0.10
O 6.1923 -5.8454 2.8458 1.65 0.42 -0.29
H 3.6223 -5.6832 4.7813 -0.08 -0.36 0.37
H 5.2560 -6.2746 5.2688 0.07 0.72 0.22
H 4.4539 -7.1380 4.1147 -0.48 0.17 -0.68
H 5.3353 -4.2565 3.9708 0.49 0.37 -0.42
H 4.4401 -4.9822 2.5859 -0.64 0.38 0.34
H 6.7122 -5.1654 2.4113 0.39 -0.26 -0.29
C -2.5103 3.7151 6.5360 -0.47 -1.10 -0.10
C -1.9439 2.2791 6.7239 -0.99 1.26 1.93
O -1.3703 1.8512 5.5740 1.17 -0.94 -1.99
H -1.7952 4.3637 6.0298 0.27 0.03 0.39
H -2.9008 4.1513 7.4554 0.21 0.09 0.00
H -3.3363 3.6286 5.8301 -0.17 0.06 0.02
H -2.6902 1.5353 7.0032 -0.52 0.28 -0.19
H -1.2558 2.2164 7.5669 0.37 0.34 0.17
H -0.5346 2.3130 5.4742 0.12 -0.07 -0.27
C -1.3540 8.5503 1.8149 -0.64 0.48 0.93
C -2.2814 7.5377 1.1137 -0.09 1.68 0.81
O -1.7255 7.1047 -0.0655 1.08 -1.41 -1.45
H -1.0317 9.3963 1.2079 -0.20 -0.26 -0.46
H -0.4678 8.2313 2.3635 0.09 -0.85 -0.48
H -1.9318 8.9985 2.6232 -0.32 0.20 0.07
H -3.1791 8.0530 0.7722 -0.29 0.41 0.60
H -2.6237 6.7620 1.7988 0.30 -0.27 -0.01
H -1.6653 6.1468 -0.0852 0.08 0.01 -0.05
C 5.4231 1.0624 5.6835 1.42 -0.92 -0.01
C 4.7941 1.8874 4.5582 1.00 -0.60 2.03
O 3.5128 2.1635 5.0033 -2.19 0.47 -0.24
H 5.4475 1.4729 6.6929 -0.51 0.66 -0.13
H 6.4778 0.8396 5.5218 0.23 0.02 -0.40
H 4.9612 0.0809 5.7902 -0.34 0.07 -0.20
H 4.7537 1.2497 3.6751 0.01 0.60 -0.25
H 5.2958 2.8519 4.4812 0.57 -0.27 -0.87
H 3.6094 2.7780 5.7346 -0.20 -0.01 0.06
C 3.8620 5.4191 0.1121 1.17 -0.07 0.28
C 5.0450 4.4031 0.0494 -1.34 0.58 -0.22
O 6.2269 4.8086 0.7351 -0.56 -0.62 0.05
H 4.1939 6.1488 -0.6265 -1.01 0.35 -0.16
H 3.7118 5.9524 1.0508 0.46 -0.21 0.27
H 2.9057 4.9267 -0.0647 0.14 0.13 -0.68
H 5.2078 4.3035 -1.0238 0.46 -0.18 -0.12
H 4.6612 3.4290 0.3524 0.73 -0.05 0.68
H 6.5186 5.6488 0.3736 -0.06 0.06 -0.10
C 7.1176 1.5908 -5.2026 0.04 -0.75 0.07
C 6.2211 0.5671 -4.4132 2.04 0.66 -1.35
O 4.9156 1.0387 -4.4257 -0.83 0.18 0.59
H 6.7415 1.8430 -6.1941 -0.87 0.23 0.30
H 8.0918 1.2272 -5.5295 0.25 -0.55 0.72
H 7.2994 2.4832 -4.6036 -0.24 0.07 -0.15
H 6.5982 0.4625 -3.3959 0.13 0.10 0.13
H 6.2632 -0.4233 -4.8665 0.15 -0.14 -0.21
H 4.5600 0.7032 -3.5995 -0.70 0.21 -0.09
C -5.5040 -4.5502 -3.1592 -0.63 -1.24 -0.72
C -5.3186 -6.0162 -3.6664 1.03 0.90 1.60
O -6.5648 -6.6019 -3.8540 -1.25 -0.27 -0.38
H -6.1134 -4.5704 -2.2556 -0.10 -0.11 -0.05
H -6.0969 -4.1036 -3.9574 0.13 0.66 0.19
H -4.6066 -3.9851 -2.9076 0.14 -0.24 -0.48
H -4.8657 -6.5897 -2.8576 0.77 0.05 -0.04
H -4.7292 -6.1055 -4.5790 0.27 0.32 0.00
H -6.4045 -7.5479 -3.8233 -0.35 -0.07 -0.11
C -5.5655 1.5114 -2.5808 -1.22 -1.21 -1.23
C -4.7833 2.7196 -2.2597 -1.83 -0.38 -0.11
O -3.5536 2.2905 -1.8063 1.64 0.87 0.40
H -6.4331 1.8122 -3.1682 -0.38 -0.23 0.14
H -5.8907 0.9458 -1.7076 -0.06 0.10 0.15
H -5.0030 0.8234 -3.2119 0.15 0.02 -0.06
H -5.4226 3.2239 -1.5351 0.53 0.70 0.51
H -4.8030 3.3368 -3.1579 1.09 0.18 0.12
H -3.7234 1.6844 -1.0814 0.10 -0.07 0.15
C -0.2527 -5.4213 -6.3210 0.54 0.14 0.68
C 0.9017 -6.4397 -6.2713 0.72 1.86 -1.40
O 0.4856 -7.7467 -6.2940 -0.68 -1.71 0.93
H -0.9040 -5.5062 -7.1909 0.18 -0.21 -0.03
H 0.1695 -4.4168 -6.2935 0.13 0.11 -0.29
H -0.8659 -5.4422 -5.4200 -0.12 -0.43 0.01
H 1.6358 -6.2142 -5.4978 -0.66 -0.35 1.11
H 1.6038 -6.2309 -7.0785 -0.33 -0.01 -0.90
H 0.6163 -8.2426 -7.1056 0.21 0.59 -0.10
C -5.9210 -0.5439 3.0213 -1.11 -1.49 -0.44
C -4.6582 -1.0336 2.3826 1.35 0.99 1.26
O -3.8432 0.1397 2.2526 0.53 0.36 -1.24
H -5.7582 0.0103 3.9456 0.04 -0.02 -0.22
H -6.5277 -1.4298 3.2089 -0.27 -0.07 0.50
H -6.5251 0.0001 2.2952 0.25 0.49 0.13
H -4.7766 -1.5830 1.4486 -0.12 0.44 -0.20
H -4.0388 -1.6567 3.0277 -0.63 -0.69 0.22
H -3.2456 0.1803 3.0029 0.00 0.02 -0.05
C -1.6085 -7.4557 3.0742 1.06 -1.09 0.43
C -2.9256 -7.8951 2.5392 -2.19 2.35 2.32
O -3.9972 -7.1421 3.3177 0.18 -0.71 -1.25
H -1.3798 -6.3928 2.9967 0.00 -0.20 -0.52
H -0.8654 -8.1413 2.6669 0.54 0.58 -0.64
H -1.4674 -7.7157 4.1233 -0.62 0.10 0.37
H -3.1391 -8.9484 2.7210 0.22 0.00 -0.52
H -3.1371 -7.5052 1.5436 0.26 -0.69 -0.14
H -3.7365 -6.8716 4.2012 0.54 -0.34 -0.05
C 0.1549 5.3776 -5.6240 0.28 -0.16 -1.25
C -0.1909 6.8361 -5.5948 -0.61 -1.29 1.12
O 0.2384 7.3470 -4.3818 0.96 1.57 1.38
H -0.1133 5.1583 -6.6574 0.04 -1.11 -0.05
H -0.3841 4.7632 -4.9028 -0.13 0.13 -0.13
H 1.2261 5.2257 -5.4914 -0.01 0.00 -0.02
H -1.2801 6.8687 -5.5662 -0.18 0.53 -1.00
H 0.3069 7.3340 -6.4269 -0.36 0.35 0.08
H -0.4579 7.3156 -3.7217 0.01 -0.01 -0.10
C 0.1257 -1.9646 -0.4724 0.13 0.98 1.03
C 0.9746 -0.7074 -0.1255 0.22 -1.91 -0.09
O 0.8723 0.1763 -1.1869 0.25 0.96 -0.71
H 0.0782 -2.6084 0.4058 -0.19 -0.24 -0.12
H 0.5887 -2.4899 -1.3078 -0.03 0.08 0.07
H -0.8713 -1.6317 -0.7611 -0.16 -0.26 0.05
H 1.9816 -1.1174 -0.0491 0.38 0.55 -0.15
H 0.7985 -0.1638 0.8027 -0.53 -0.48 0.33
H -0.0225 0.5154 -1.1094 -0.07 0.34 -0.42

=====

# 2
130
Properties=species:S:1:pos:R:3:forces:R:3 method="wB97M-V/def2-TZVPD" gap_ev=9.10 relative_energy_kj_mol=577.1 homo_ev=-9.102
C 3.3650 1.4239 5.0799 -0.88 0.28 -1.15
C 2.4176 1.9293 3.9232 1.28 0.22 0.81
O 3.0991 1.9316 2.7327 1.79 -0.35 -1.52
O 4.4195 2.3286 5.5099 -1.67 -0.57 -0.11
H 3.8793 0.4975 4.8239 -0.27 -0.17 -0.31
H 2.6121 1.2047 5.8370 0.45 -0.01 0.72
H 2.1663 2.9747 4.1020 -0.62 -0.03 0.77
H 1.5598 1.2864 3.7257 -0.49 -0.11 1.13
H 2.5715 2.3714 2.0620 -0.03 0.10 -0.53
H 4.1465 2.4874 6.4164 0.50 0.50 0.16
C -2.3040 4.6393 -0.0154 -1.63 0.51 0.60
C -3.6433 5.3112 -0.4238 0.35 0.83 -1.38
O -3.8615 6.6669 -0.0314 0.95 0.19 0.52
O -2.4578 4.3546 1.3702 0.39 0.08 0.36
H -1.4480 5.2817 -0.2219 -0.10 0.31 0.02
H -2.1514 3.7230 -0.5857 -0.18 -0.21 0.02
H -4.5900 4.8470 -0.1471 0.57 -1.18 0.08
H -3.5937 5.4316 -1.5059 -0.23 -0.47 -0.29
H -3.6587 6.7172 0.9056 -0.10 0.09 0.27
H -1.6872 4.5962 1.8893 0.19 0.02 -0.25
C -1.6270 3.7712 -5.0831 -1.38 -0.50 0.74
C -1.9226 3.0211 -3.7735 -0.35 2.95 0.78
O -0.7998 2.4012 -3.2549 1.19 -1.45 0.13
O -2.0038 2.8755 -6.0759 1.00 -1.07 -2.05
H -0.5955 4.1182 -5.1437 0.17 -0.26 0.19
H -2.2631 4.6260 -5.3131 -0.08 0.41 1.03
H -2.7403 2.3004 -3.7717 -0.28 0.41 -0.79
H -2.1527 3.8042 -3.0510 -0.64 0.21 0.28
H -1.1372 1.5384 -3.0034 0.69 -0.37 0.13
H -1.1901 2.6667 -6.5405 -0.28 -0.45 -0.43
C -0.1657 -0.6474 0.6654 1.25 0.73 0.18
C -1.0085 0.4137 -0.1005 1.35 -0.48 -0.39
O -1.2942 1.5340 0.7358 -0.10 -0.84 -0.28
O 1.1701 -0.1071 1.0047 -1.47 1.46 -1.16
H 0.0878 -1.5173 0.0595 -0.84 -0.27 -0.06
H -0.7250 -0.8549 1.5776 0.16 -0.53 0.05
H -1.8816 -0.0108 -0.5962 -0.38 -0.09 0.73
H -0.4416 0.7937 -0.9504 0.44 -0.03 -0.13
H -0.3930 1.8453 0.8479 0.36 0.89 0.45
H 1.7200 -0.6054 1.6137 -0.49 -0.99 0.39
C 1.9616 3.1802 -1.1461 -1.57 -1.40 0.11
C 2.7793 2.3318 -2.1197 -0.62 -0.89 0.85
O 2.9585 2.9268 -3.3833 0.06 0.14 -0.01
O 1.8344 2.5317 0.1928 0.97 1.74 -0.58
H 0.9104 3.1040 -1.4242 0.07 0.52 -0.87
H 2.2358 4.2319 -1.2286 0.41 -0.08 1.09
H 2.2054 1.4118 -2.2309 -0.02 -0.23 -0.05
H 3.7153 2.0000 -1.6702 0.40 0.43 -0.02
H 2.4150 2.4158 -3.9875 -0.04 0.28 -0.16
H 1.9867 1.5878 0.1069 -0.01 -0.56 -0.12
C 6.2803 0.3018 2.6872 -0.48 1.14 -0.63
C 6.5498 1.3181 1.5408 0.31 -0.64 2.56
O 6.4518 0.7014 0.3473 -0.38 -1.78 -2.82
O 5.0725 -0.4170 2.3716 1.18 -0.89 0.22
H 6.3373 0.8524 3.6262 -0.77 -0.04 0.26
H 7.1282 -0.3803 2.7486 -0.31 -0.55 -0.31
H 7.6197 1.5064 1.6308 -0.10 1.50 0.49
H 5.7757 2.0844 1.5801 0.62 0.75 0.44
H 6.0301 -0.1378 0.5460 -0.42 -0.29 -0.45
H 4.2338 -0.0839 2.6989 0.27 0.86 0.11
C -3.0993 -4.0131 0.2482 -0.61 0.50 2.63
C -3.6606 -2.6989 0.8805 3.33 -0.05 0.58
O -4.9779 -2.4735 1.1315 -2.47 -0.50 0.10
O -3.6995 -4.2511 -0.9274 -1.43 -0.47 -3.28
H -3.3205 -4.8791 0.8720 0.31 -0.01 0.79
H -2.0238 -3.9973 0.0716 0.06 0.52 0.30
H -3.2406 -1.8759 0.3022 0.04 0.21 -0.35
H -3.2510 -2.6042 1.8861 0.69 -0.02 -0.02
H -5.6120 -2.8790 0.5356 0.18 0.00 -0.38
H -4.6194 -4.4584 -0.7474 -0.09 -0.13 -0.35
C -4.2781 1.7201 3.1900 0.65 0.22 1.67
C -2.8112 1.6964 3.5861 -0.68 1.22 1.22
O -2.1398 0.5454 3.2517 0.85 -0.94 -0.57
O -4.4336 2.3631 1.9803 -1.21 0.31 -0.79
H -4.7372 2.2949 3.9943 -0.45 0.60 -0.35
H -4.7762 0.7564 3.2954 0.25 -0.50 -0.45
H -2.6561 1.9146 4.6427 -0.35 -0.36 0.42
H -2.3610 2.5694 3.1136 0.00 0.10 -0.33
H -1.7373 0.8429 2.4325 0.51 -0.69 -0.65
H -3.8970 1.9620 1.2927 0.13 -0.09 -0.09
C 4.2779 -1.9552 -2.2988 1.96 1.81 -2.57
C 3.1101 -1.2864 -3.0732 -0.12 -0.26 0.79
O 2.0249 -1.0134 -2.1942 -0.31 -0.31 0.34
O 4.0903 -3.1858 -1.7550 -1.28 -1.68 2.43
H 4.7831 -1.3045 -1.5850 -0.68 0.14 0.42
H 5.0975 -2.1726 -2.9837 0.11 0.92 -0.93
H 2.7810 -1.9496 -3.8731 -0.05 -0.25 -0.13
H 3.2603 -0.3006 -3.5134 1.08 -0.21 -0.10
H 2.0870 -1.6725 -1.4990 -0.34 -0.11 0.39
H 3.6271 -3.8133 -2.3148 -0.37 0.08 -0.35
C -1.8911 -2.9958 -3.5662 -0.19 1.03 -0.76
C -0.5498 -2.2797 -3.8305 -0.43 -0.92 -0.19
O -0.5785 -0.9547 -3.2834 -0.40 -0.57 0.09
O -2.8149 -2.0832 -4.1504 -0.68 0.03 0.14
H -2.2088 -3.1993 -2.5436 0.54 0.06 0.28
H -2.0295 -3.9074 -4.1476 0.56 -0.21 0.07
H -0.5488 -2.1616 -4.9141 0.25 -0.13 -0.17
H 0.3013 -2.9000 -3.5496 0.24 0.41 0.42
H 0.2719 -0.7671 -2.8794 0.55 -0.10 0.25
H -2.4243 -1.2359 -3.9240 -0.43 0.50 -0.08
C 1.3592 -4.8973 -0.8410 -1.55 -1.04 -0.98
C 2.4388 -5.1336 0.1631 0.95 -0.02 0.81
O 2.7853 -3.9037 0.7755 0.19 0.17 -0.37
O 1.7373 -4.5281 -2.1655 1.30 0.92 -0.59
H 0.7493 -4.0939 -0.4278 -0.28 -0.05 0.01
H 0.7496 -5.7613 -1.1054 -0.29 -0.35 1.39
H 3.3886 -5.4909 -0.2349 -0.28 -0.67 -0.50
H 2.1845 -5.7574 1.0199 -0.60 -0.43 -0.48
H 3.4093 -3.5875 0.1181 0.47 1.21 0.11
H 1.3277 -5.1102 -2.8097 0.01 -0.03 0.23
C 1.2566 -3.2909 4.5623 0.78 0.74 0.90
C 2.3096 -2.3427 4.0484 1.99 0.19 0.28
O 2.1987 -2.1564 2.6524 -0.21 0.42 0.54
O 1.5142 -4.6436 4.1657 -0.45 0.52 -1.09
H 0.4333 -2.7237 4.1280 -1.31 -1.43 0.02
H 1.2158 -3.3073 5.6514 -0.20 0.57 0.02
H 3.3075 -2.6536 4.3579 0.41 -0.76 -0.48
H 2.3739 -1.3380 4.4661 -1.21 0.12 0.35
H 2.2199 -3.0139 2.2213 0.33 -0.31 -0.51
H 1.6089 -5.2287 4.9209 -0.10 0.37 0.10
C -5.3789 -0.3802 -2.0597 -1.34 0.47 2.20
C -5.7562 0.5340 -0.8813 1.29 0.39 -1.14
O -4.9476 1.7343 -1.0878 -0.50 -0.37 0.70
O -6.1156 0.0274 -3.1668 -0.27 -0.11 -1.15
H -5.8276 -1.2980 -1.6797 0.51 -0.84 -0.80
H -4.2989 -0.3945 -2.2065 -0.07 -0.35 -0.02
H -5.5658 0.0571 0.0802 0.60 0.30 0.14
H -6.8379 0.6638 -0.9145 0.02 0.56 -0.18
H -5.4689 2.4650 -1.4284 -0.25 -0.09 0.18
H -5.6633 0.7192 -3.6551 0.17 0.00 0.10